one) Density functional theory data (ωB97M-V/def2-TZVPD) for a gas-phase ion, C3H6N3O2 (charge +1).

* HOMO energy (alpha / beta): -0.3857 / -0.5439 Ha
* orbital gap (alpha / beta): 0.2486 / 0.2191 hartree
* 2S+1: 3
* molar mass: 116.100 g/mol
* total charge: +1

The geometry in XYZ format:
```
14
Properties=species:S:1:pos:R:3:mulliken_charge:R:1
C 0.78 -1.57 -1.17 0.4053
C -0.63 -0.27 0.15 0.0918
C 1.44 -0.21 -0.84 -0.3869
N -0.48 -1.52 -0.55 -0.0687
N 0.49 0.43 0.05 0.3430
N -1.72 0.23 0.74 -0.3357
O 1.26 -2.58 -1.63 -0.4723
O 0.52 1.79 0.32 -0.3285
H 2.38 -0.20 -0.36 0.3414
H 1.65 0.28 -1.72 0.3114
H -1.30 -2.08 -0.68 0.2199
H -2.47 -0.13 1.24 0.2126
H -1.77 1.26 0.78 0.2393
H 1.18 1.86 1.03 0.4275
```


two) Density functional theory data (ωB97M-V/def2-TZVPD) for a gas-phase ion, C3H6N3O2 (charge +1).

* HOMO energy (alpha / beta): -0.4316 / -0.5558 Ha
* orbital gap (alpha / beta): 0.2843 / 0.2340 hartree
* 2S+1: 3
* molar mass: 116.100 g/mol
* total charge: +1

The geometry in XYZ format:
```
14
Properties=species:S:1:pos:R:3:mulliken_charge:R:1
C 0.82 0.03 -0.15 0.2242
C 0.00 0.23 0.99 -0.3976
C -1.39 0.02 0.43 -0.5467
N 0.29 -0.35 -1.23 -0.6511
N 2.33 0.38 -0.26 0.9504
N -1.10 -0.54 -0.95 0.1368
O 2.94 -0.20 -1.07 -0.4157
O 2.68 1.21 0.51 -0.4409
H 0.08 -0.59 1.65 0.2904
H 0.16 1.06 1.68 0.4251
H -2.05 -0.83 0.90 0.3223
H -1.88 1.08 0.24 0.2966
H -1.29 -1.59 -1.08 0.4006
H -1.59 0.07 -1.66 0.4055
```


Going by the computed energies, the most stable comes first: one), two).


one) Density functional theory data (ωB97M-V/def2-TZVPD) for a single C6H9P molecule.

* SMILES string: C=C/P=C\C(=C)C
* HOMO energy: -0.3123 Ha
* orbital gap: 0.3063 hartree
* 2S+1: 1
* molar mass: 112.112 g/mol
* total charge: 0

The geometry in XYZ format:
```
16
Properties=species:S:1:pos:R:3:mulliken_charge:R:1
C 2.88 -1.24 0.51 -0.5680
C 2.27 -0.51 -0.40 -0.5072
P 1.64 1.21 -0.10 -0.1834
C -0.02 1.23 -0.17 -0.4605
C -1.18 0.33 -0.11 1.0763
C -1.04 -0.98 -0.29 -0.9150
C -2.51 0.95 0.12 -1.2225
H 3.37 -0.79 1.45 0.2471
H 3.32 -2.11 0.19 0.3286
H 1.90 -0.76 -1.37 0.5129
H -0.40 2.28 -0.04 0.1688
H -0.06 -1.38 -0.26 0.2953
H -1.86 -1.66 -0.07 0.2735
H -2.83 1.42 -0.85 0.2603
H -2.37 1.84 0.91 0.3107
H -3.13 0.18 0.50 0.3832
```


two) Density functional theory data (ωB97M-V/def2-TZVPD) for a single C6H9P molecule.

* SMILES string: CC1=C(C)CP=C1
* HOMO energy: -0.2856 Ha
* orbital gap: 0.2921 hartree
* 2S+1: 1
* molar mass: 112.112 g/mol
* total charge: 0

The geometry in XYZ format:
```
16
Properties=species:S:1:pos:R:3:mulliken_charge:R:1
C -0.93 -1.84 -0.09 -1.5121
C 0.18 -0.80 -0.05 0.7211
C -0.06 0.54 -0.03 0.4696
C -1.28 1.42 -0.16 -1.1815
C 1.44 1.31 0.04 -0.9632
P 2.73 0.04 0.11 -0.1885
C 1.53 -1.22 0.01 -0.6837
H -0.62 -2.53 -0.75 0.4561
H -1.95 -1.42 -0.19 0.2958
H -0.84 -2.26 0.88 0.3594
H -0.90 2.32 -0.57 0.3136
H -1.55 1.54 0.99 0.2616
H -2.34 1.12 -0.59 0.3047
H 1.52 2.04 -0.76 0.4638
H 1.44 1.95 0.91 0.4138
H 1.64 -2.22 0.26 0.4692
```


Going by the computed energies, the most stable comes first: two), one).


one) Density functional theory data (ωB97M-V/def2-TZVPD) for 3 unconnected molecules or ions with the total composition C2H10N2O2.

* SMILES string: [H]/N=C/NC.O.O
* HOMO energy: -0.3288 Ha
* orbital gap: 0.3649 hartree
* 2S+1: 1
* molar mass: 94.114 g/mol
* total charge: 0

The geometry in XYZ format:
```
16
Properties=species:S:1:pos:R:3:mulliken_charge:R:1
H 2.84 -4.13 1.74 0.2482
N 2.56 -3.15 1.74 -0.6662
C 1.69 -2.99 0.83 0.0941
N 1.01 -1.84 0.61 -0.2464
C 0.78 -1.38 -0.75 -0.8004
H 1.42 -3.79 0.11 0.2653
H 1.00 -1.11 1.31 0.2492
H -0.18 -0.86 -0.77 0.2965
H 0.59 -2.27 -1.36 0.2840
H 1.63 -0.86 -1.16 0.2757
O -7.37 0.87 -0.78 -0.6384
H -7.20 1.71 -0.34 0.3196
H -6.83 0.96 -1.57 0.3188
O 2.72 5.93 -0.08 -0.6408
H 2.02 6.58 -0.08 0.3195
H 3.35 6.33 0.54 0.3213
```


two) Density functional theory data (ωB97M-V/def2-TZVPD) for 3 unconnected molecules or ions with the total composition C2H10N2O2.

* SMILES string: [H]/N=C/NC.O.O
* HOMO energy: -0.3342 Ha
* orbital gap: 0.3559 hartree
* 2S+1: 1
* molar mass: 94.114 g/mol
* total charge: 0

The geometry in XYZ format:
```
16
Properties=species:S:1:pos:R:3:mulliken_charge:R:1
H 2.04 2.19 2.13 0.2455
N 1.96 1.21 2.33 -0.6320
C 1.03 0.54 1.83 0.1305
N 0.89 -0.82 2.05 -0.3438
C -0.44 -1.42 1.85 -0.6560
H 0.21 0.94 1.24 0.2639
H 1.20 -1.15 2.95 0.2827
H -1.23 -0.76 1.46 0.1937
H -0.31 -2.30 1.23 0.2587
H -0.93 -1.63 2.81 0.2695
O 1.48 1.29 -6.30 -0.6357
H 1.31 1.37 -7.26 0.3203
H 0.80 0.63 -6.11 0.3154
O -3.95 -0.64 0.06 -0.6505
H -3.58 -1.54 -0.13 0.3188
H -3.72 -0.21 -0.77 0.3192
```


Going by the computed energies, the most stable comes first: one), two).


one) Density functional theory data (ωB97M-V/def2-TZVPD) for 3 unconnected molecules or ions with the total composition C2H10N2O2.

* SMILES string: N/C=C/N.O.O
* HOMO energy: -0.2793 Ha
* orbital gap: 0.3105 hartree
* 2S+1: 1
* molar mass: 94.114 g/mol
* total charge: 0

The geometry in XYZ format:
```
16
Properties=species:S:1:pos:R:3:mulliken_charge:R:1
N -0.45 -1.14 2.57 -0.4207
C 0.42 -0.79 1.57 0.0258
C 1.00 0.40 1.40 -0.3967
N 1.62 0.85 0.19 -0.5442
H -0.80 -0.42 3.17 0.1706
H -0.77 -2.07 2.71 0.1802
H 0.75 -1.58 0.89 0.2473
H 0.75 1.20 2.10 0.2660
H 2.19 0.11 -0.22 0.2126
H 2.29 1.58 0.41 0.2320
O -1.22 -1.08 -3.64 -0.6561
H -1.88 -0.39 -3.77 0.3202
H -0.72 -0.69 -2.90 0.3387
O -0.91 1.59 -1.16 -0.6754
H 0.01 1.60 -0.84 0.4123
H -1.47 1.28 -0.44 0.2876
```


two) Density functional theory data (ωB97M-V/def2-TZVPD) for 3 unconnected molecules or ions with the total composition C2H10N2O2.

* SMILES string: C/N=C\N.O.O
* HOMO energy: -0.3408 Ha
* orbital gap: 0.3638 hartree
* 2S+1: 1
* molar mass: 94.114 g/mol
* total charge: 0

The geometry in XYZ format:
```
16
Properties=species:S:1:pos:R:3:mulliken_charge:R:1
C -0.88 -1.91 0.95 -0.9365
N 0.45 -1.42 0.71 -0.5171
C 0.87 -1.18 -0.46 0.1658
N 0.32 -1.67 -1.63 -0.4236
H -1.27 -1.52 1.89 0.2902
H -1.64 -1.55 0.23 0.3285
H -0.88 -3.00 0.91 0.3406
H 1.83 -0.68 -0.61 0.3679
H 0.78 -1.42 -2.49 0.2180
H -0.17 -2.54 -1.59 0.1991
O 0.42 2.15 1.42 -0.7008
H -0.36 2.41 1.89 0.3061
H 0.33 1.28 1.04 0.3540
O 0.32 3.79 -1.07 -0.6442
H 0.43 3.12 -0.38 0.3609
H -0.54 4.14 -0.81 0.2911
```


Going by the computed energies, the most stable comes first: two), one).